Record 1
The following is a DFT calculation (ωB97M-V with the def2-TZVPD basis set) of a cluster of 2 separate species, C24H31BF12N3O4S in total at a distorted geometry.

- HOMO (eV) = -1.9
- charge = -1
- E_tot (Ha) = -3019.1477
- Kohn-Sham gap (eV) = 1.661

Each line ends with the Mulliken charge.
Atoms and positions in Å:
O 9.270 5.092 -0.500  -0.51
B 7.830 5.272 -0.213  0.53
O 7.388 6.147 0.922  -0.59
C 6.648 4.528 -1.142  0.07
C 5.699 5.513 -2.023  -0.23
N 4.573 4.985 -2.866  -0.55
C 4.428 3.491 -2.794  0.24
C 3.179 2.816 -3.658  -0.61
C 2.904 1.200 -3.668  0.67
C 1.662 0.485 -4.465  -0.55
C 0.208 1.202 -4.317  -0.82
C -0.497 1.216 -2.863  0.76
F -1.725 2.088 -2.989  -0.30
F 0.397 2.025 -1.948  -0.32
C -0.755 -0.188 -2.101  0.70
F 0.388 -1.146 -2.089  -0.28
F -0.935 0.177 -0.641  -0.30
S -2.278 -1.157 -2.553  1.17
F -2.161 -1.954 -1.005  -0.39
F -3.370 -0.046 -1.842  -0.36
F -2.421 -0.514 -4.122  -0.37
F -1.213 -2.404 -3.162  -0.39
F -3.625 -2.163 -2.905  -0.36
C 3.933 0.230 -2.800  -0.75
C 5.161 0.923 -1.947  0.48
C 6.127 -0.112 -1.056  -0.80
C 5.806 0.129 0.533  -0.04
O 6.916 0.814 1.272  -0.57
C 5.467 -1.228 1.389  0.67
F 4.891 -2.341 0.599  -0.24
F 4.405 -0.841 2.391  -0.28
F 6.648 -1.638 2.232  -0.25
C 5.446 2.571 -1.920  0.26
N 6.592 3.028 -1.062  -0.15
H 9.724 5.812 0.064  0.32
H 6.427 5.896 1.163  0.33
H 5.873 6.687 -2.023  0.29
H 2.448 3.494 -4.292  0.15
H 1.665 -0.689 -4.248  0.26
H 1.948 0.557 -5.624  0.38
H -0.477 0.754 -5.187  0.32
H 0.365 2.342 -4.637  0.35
H 3.815 -0.956 -2.729  0.12
H 5.908 -1.193 -1.450  0.39
H 7.284 0.082 -1.254  0.35
H 4.857 0.826 0.606  0.24
H 7.607 1.152 0.617  0.36
C -5.217 -1.175 0.687  -1.27
C -5.037 -2.425 1.577  1.46
C -3.723 -2.301 2.392  -1.08
C -3.745 -1.263 3.508  -0.65
C -5.132 -1.010 4.086  -1.36
C -6.143 -2.167 3.881  1.69
N -6.234 -2.450 2.438  0.51
O -7.135 -3.461 2.135  -0.80
C -7.516 -1.638 4.378  -1.80
C -5.744 -3.369 4.767  -1.65
C -4.833 -3.642 0.629  -1.57
H -6.119 -1.255 0.071  0.40
H -4.367 -1.044 0.006  -0.05
H -5.306 -0.259 1.277  0.31
H -3.480 -3.274 2.835  0.38
H -2.880 -2.076 1.722  0.34
H -3.065 -1.591 4.305  0.35
H -3.336 -0.314 3.140  0.29
H -5.035 -0.765 5.151  0.52
H -5.530 -0.101 3.618  0.33
H -7.869 -0.809 3.752  0.41
H -7.444 -1.263 5.407  0.38
H -8.287 -2.417 4.371  0.36
H -5.707 -3.073 5.824  0.38
H -4.762 -3.780 4.516  0.32
H -6.469 -4.187 4.695  0.37
H -3.948 -3.498 -0.005  0.21
H -5.681 -3.785 -0.051  0.33
H -4.681 -4.570 1.193  0.41

***

Record 2
The following is a DFT calculation (ωB97M-V with the def2-TZVPD basis set) of a structure of composition C24H31BN8PTi.

- HOMO (alpha / beta) (eV) = -20.7 / -20.7
- charge = +4
- expectation value of S² = 0.76
- E_tot (Ha) = -2585.4483
- 2S+1 = 2
- Kohn-Sham gap (alpha / beta) (eV) = 6.777 / 6.234

Each line ends with the Löwdin spin population.
Atoms and positions in Å:
Ti 0.195 0.142 0.759  0.00
C -2.113 -2.745 1.186  0.00
C -1.604 -2.252 -0.119  0.00
C -1.758 -2.814 -1.367  0.00
C -1.146 -1.952 -2.263  0.00
N -0.627 -0.906 -1.617  0.01
N -0.888 -1.082 -0.262  0.00
B -0.060 0.448 -2.153  0.01
N 1.432 0.572 -1.729  0.00
C 2.526 1.012 -2.357  0.00
C 3.611 1.000 -1.497  0.00
C 3.125 0.564 -0.283  0.00
C 3.871 0.355 0.988  0.00
N 1.780 0.313 -0.409  0.00
N -0.827 1.597 -1.431  0.00
C -1.504 2.665 -1.846  0.00
C -1.830 3.471 -0.764  0.00
C -1.323 2.851 0.346  0.00
C -1.415 3.310 1.755  0.00
N -0.693 1.680 -0.041  0.00
N -0.169 0.452 -3.699  0.20
C 0.675 -0.234 -4.643  0.10
C 0.148 -0.058 -5.866  0.02
C -1.026 0.722 -5.673  0.24
C -2.000 1.227 -6.621  0.07
N -1.180 0.984 -4.287  0.28
H -3.135 -3.103 1.057  0.00
H -2.117 -1.975 1.953  0.00
H -1.511 -3.585 1.535  0.00
H -2.276 -3.731 -1.603  0.00
H -1.070 -2.037 -3.338  0.00
H 2.493 1.317 -3.393  0.00
H 4.629 1.270 -1.731  0.00
H 4.771 -0.225 0.785  0.00
H 3.295 -0.183 1.739  0.00
H 4.195 1.310 1.406  0.00
H -1.723 2.809 -2.891  0.00
H -2.373 4.403 -0.793  0.00
H -1.808 4.324 1.780  0.00
H -0.436 3.331 2.238  0.00
H -2.105 2.683 2.320  0.00
H 1.551 -0.778 -4.318  0.00
H 0.529 -0.420 -6.810  0.00
H -1.669 1.143 -7.652  0.00
H -2.298 2.251 -6.375  0.02
H -2.927 0.635 -6.503  0.04
C -1.275 1.061 4.402  0.00
P -0.016 0.480 3.256  0.00
C 1.552 1.327 3.638  0.00
C 0.182 -1.280 3.412  0.00
C 0.961 -1.900 2.428  0.00
C 1.244 -3.257 2.454  0.00
C 0.718 -4.012 3.495  0.00
C -0.096 -3.421 4.461  0.00
C -0.380 -2.062 4.422  0.00
H -2.244 0.595 4.231  0.00
H -1.361 2.143 4.348  0.00
H -0.893 0.783 5.389  0.00
H 2.190 0.664 4.224  0.00
H 1.326 2.223 4.220  0.00
H 2.099 1.652 2.751  0.00
H 1.455 -1.324 1.636  0.00
H 1.871 -3.715 1.701  0.00
H 0.949 -5.068 3.559  0.00
H -0.497 -4.025 5.265  0.00
H -1.000 -1.626 5.194  0.00

***

Record 3
The following is a DFT calculation (ωB97M-V with the def2-TZVPD basis set) of a structure of composition C24H31F3FeN3P2STe4 at a distorted geometry.

- HOMO (alpha / beta) (eV) = -6.7 / -6.8
- charge = 0
- expectation value of S² = 8.82
- E_tot (Ha) = -4813.6951
- 2S+1 = 6
- Kohn-Sham gap (alpha / beta) (eV) = 5.883 / 5.066
- energy above the lowest of the compared OMol25 structures with the same formula, charge and spin (eV) = 2.685

Each line ends with the Löwdin spin population.
Atoms and positions in Å:
Fe 1.218 -0.003 -0.998  3.34
C 0.336 1.767 2.084  0.01
P 0.070 1.632 0.256  0.03
C -1.650 0.893 0.395  0.01
N -2.731 1.595 0.486  0.00
C -3.918 0.924 0.641  0.00
C -5.127 1.654 0.670  0.00
C -6.312 0.994 0.820  0.00
C -6.338 -0.415 0.956  0.00
C -5.178 -1.134 0.942  0.00
C -3.943 -0.467 0.780  0.00
N -2.786 -1.201 0.736  0.01
C -1.679 -0.579 0.503  0.00
P -0.082 -1.561 0.224  0.02
C 0.429 -1.913 1.963  0.00
C -0.621 -3.272 -0.323  0.01
C -1.315 -4.023 0.829  0.00
C 0.677 -4.033 -0.675  0.01
C -1.556 -3.237 -1.533  0.00
C 0.032 3.451 -0.204  0.01
C 1.427 3.972 0.185  0.00
C -1.024 4.279 0.541  0.00
C -0.165 3.631 -1.711  0.00
H -0.233 2.604 2.481  0.00
H 1.393 1.898 2.310  0.00
H -0.024 0.861 2.570  0.00
H -5.080 2.730 0.564  0.00
H -7.241 1.548 0.831  0.00
H -7.287 -0.923 1.066  0.00
H -5.172 -2.212 1.031  0.00
H -0.430 -2.077 2.611  0.00
H 1.013 -1.077 2.342  0.00
H 1.063 -2.799 1.978  0.00
H -0.613 -4.311 1.611  0.00
H -1.740 -4.942 0.416  0.00
H -2.127 -3.449 1.267  0.00
H 1.552 -3.671 -0.128  0.00
H 0.905 -3.963 -1.737  0.01
H 0.556 -5.090 -0.428  0.00
H -2.443 -2.630 -1.363  0.00
H -1.893 -4.261 -1.726  0.00
H -1.060 -2.894 -2.439  0.00
H 1.555 4.012 1.267  0.00
H 1.542 4.987 -0.205  0.00
H 2.228 3.362 -0.237  0.00
H -0.754 4.443 1.584  0.00
H -2.011 3.828 0.500  0.00
H -1.075 5.262 0.063  0.00
H 0.547 3.048 -2.293  0.00
H 0.003 4.684 -1.951  0.00
H -1.177 3.375 -2.026  0.00
F 5.231 -0.741 -2.889  0.00
C 5.912 -0.082 -1.944  0.00
F 6.227 1.126 -2.433  0.00
F 7.075 -0.749 -1.775  0.00
C 5.154 -0.008 -0.642  0.00
C 5.756 -0.439 0.519  0.00
C 5.017 -0.506 1.698  0.00
C 3.679 -0.201 1.633  0.00
N 3.070 0.265 0.531  0.05
C 3.815 0.442 -0.583  0.01
S 3.048 1.304 -1.884  0.08
H 6.796 -0.734 0.506  0.00
H 5.465 -0.818 2.630  0.00
H 3.054 -0.302 2.513  0.00
Te -0.755 0.161 -2.492  0.17
Te -2.607 -0.336 -4.302  0.21
Te 0.805 -2.404 -5.425  0.69
Te 1.497 -1.277 -3.187  0.29